# 1
Here is a molecular structure, C3H10N2O from the Open Molecules 2025 dataset. Energies are from wB97M-V/def2-TZVPD.

Last column: natural (NBO) charge in e.
Positions of all 16 atoms, in Å:
C -0.47684 0.23139 1.08592  -0.0618
C 1.87757 -0.20106 -0.46723  -0.2068
C -0.78468 0.31021 -1.35026  -0.4300
N 0.15147 0.27240 -0.24218  -0.0967
N -1.33943 -0.91877 1.24618  -0.8554
O 1.00373 1.46190 -0.27868  -0.6392
H -0.91301 -1.66928 1.76978  0.3677
H -2.23306 -0.68899 1.65388  0.3729
H 0.35070 0.26844 1.79850  0.1876
H -1.03735 1.16923 1.19070  0.1848
H 1.70456 -0.78114 -1.37170  0.1819
H 2.78920 0.38750 -0.56187  0.1926
H 1.93179 -0.84381 0.40972  0.1775
H -1.32702 1.26385 -1.31808  0.1982
H -1.47517 -0.52966 -1.28213  0.2185
H -0.22247 0.26780 -2.28256  0.2082

Frontier orbital gap   8.43 eV
ΔE to the lowest compared entry with this formula, charge and spin   133.0 kcal/mol


# 2
Here is 2 unconnected molecules or ions with the total composition C3H10N2O at a distorted geometry from the Open Molecules 2025 dataset. Energies are from wB97M-V/def2-TZVPD.

Last column: natural (NBO) charge in e.
Positions of all 16 atoms, in Å:
H -0.70489 0.84801 -5.79296  0.3286
N -1.56120 0.51034 -5.35585  -0.7084
C -1.91410 1.10879 -4.29917  0.2910
N -1.89206 2.47687 -4.05631  -0.8426
H -2.79477 0.66618 -3.81976  0.1409
H -1.43990 2.93129 -4.82776  0.3910
H -2.67565 2.77554 -3.51322  0.3993
C 1.01122 -0.69573 4.06197  -0.6615
C 1.50365 -1.54722 2.87177  -0.0599
O 2.67362 -2.29469 3.16771  -0.7074
H 1.15365 0.34307 3.74932  0.2167
H 1.66902 -0.69279 4.93039  0.2152
H -0.04649 -0.85164 4.22576  0.2154
H 0.64570 -2.13789 2.53235  0.1507
H 1.76867 -0.91961 2.02583  0.1707
H 2.60352 -2.52053 4.09993  0.4602

Frontier orbital gap   10.07 eV
SMILES   [H]/N=C\N.CCO
ΔE to the lowest compared entry with this formula, charge and spin   53.8 kcal/mol


# 3
Here is 2 unconnected molecules or ions with the total composition C3H10N2O at a distorted geometry from the Open Molecules 2025 dataset. Energies are from wB97M-V/def2-TZVPD.

Last column: natural (NBO) charge in e.
Positions of all 16 atoms, in Å:
C -1.27989 3.13936 3.49732  -0.5003
C -0.68924 3.84900 2.54178  0.1462
O -0.50583 3.40547 1.26452  -0.7066
H -1.60192 3.65368 4.39495  0.2124
H -1.66136 2.16901 3.22424  0.1956
H -0.15308 4.75612 2.78469  0.1675
H -1.34733 3.19440 0.85384  0.4852
N 1.11819 -4.11301 -3.02067  -0.8156
C 1.31907 -3.04585 -2.03483  -0.0508
N 0.03191 -2.44567 -1.65456  -0.8857
H 0.99559 -3.63279 -3.91643  0.3479
H 0.15773 -4.42645 -2.86915  0.3475
H 1.88626 -2.23803 -2.47849  0.1772
H 1.83547 -3.44456 -1.16186  0.1569
H -0.46042 -3.11444 -1.06149  0.3466
H -0.10391 -1.53586 -1.24782  0.3759

Frontier orbital gap   10.05 eV
SMILES   C=CO.NCN
ΔE to the lowest compared entry with this formula, charge and spin   53.2 kcal/mol


# 4
Here is a molecular structure, C3H10N2O at a distorted geometry from the Open Molecules 2025 dataset. Energies are from wB97M-V/def2-TZVPD.

Last column: natural (NBO) charge in e.
Positions of all 16 atoms, in Å:
C 1.65367 0.55979 0.81361  -0.3166
C 0.29038 -1.43448 -0.17068  -0.6185
C 0.79792 1.61930 0.76151  -0.5281
H 2.37951 0.38946 0.03140  0.2013
H 1.73522 -0.04757 1.70288  0.2054
H 0.29638 1.97484 1.65596  0.2267
H 0.81071 2.29501 -0.08706  0.2185
H 0.06921 -1.68145 -1.20655  0.1701
H 1.33847 -1.67281 -0.01403  0.2035
H -0.19771 -2.13336 0.50355  0.2077
H -0.46980 0.70268 0.24651  0.3724
N -1.64889 0.23414 -1.36756  -0.6792
N -1.15492 -0.12946 -0.08758  0.1336
O -2.03347 -0.46384 0.73566  -0.5384
H -2.65520 0.09895 -1.41509  0.3794
H -1.21148 -0.31124 -2.10253  0.3621

Frontier orbital gap   9.03 eV
ΔE to the lowest compared entry with this formula, charge and spin   166.0 kcal/mol


# 5
Here is 2 unconnected molecules or ions with the total composition C3H10N2O at a distorted geometry from the Open Molecules 2025 dataset. Energies are from wB97M-V/def2-TZVPD.

Last column: natural (NBO) charge in e.
Positions of all 16 atoms, in Å:
C -2.54532 0.66088 0.44765  -0.6460
C -1.54804 0.12602 -0.49522  0.0948
N -0.26030 -0.29377 0.03196  -0.8289
C -1.59004 0.42263 -1.81923  -0.0578
N -0.71512 -0.19568 -2.74860  -0.8587
H -2.01458 1.38812 1.07919  0.2093
H -2.89869 -0.07824 1.18113  0.2101
H -3.42776 1.08369 0.00839  0.2300
H 0.01787 -1.26480 -0.38280  0.3590
H -0.47292 -0.56558 1.01068  0.3589
H -2.44134 1.07338 -2.19177  0.1876
H -0.99124 -0.91686 -3.39615  0.3809
H 0.11931 -0.45235 -2.25083  0.3608
O 6.54324 -0.51430 3.30236  -0.9489
H 5.96475 -0.81161 2.58595  0.4747
H 6.26018 0.33849 3.63728  0.4742

Frontier orbital gap   8.53 eV
SMILES   C/C(N)=C/N.O
ΔE to the lowest compared entry with this formula, charge and spin   44.1 kcal/mol


# 6
Here is 2 unconnected molecules or ions with the total composition C3H10N2O at a distorted geometry from the Open Molecules 2025 dataset. Energies are from wB97M-V/def2-TZVPD.

Last column: natural (NBO) charge in e.
Positions of all 16 atoms, in Å:
C -1.81677 1.46300 -0.08710  -0.4815
C -1.29021 1.24420 1.10290  0.1300
O -1.96590 0.53320 2.09249  -0.7176
H -1.13880 1.85477 -0.83801  0.2059
H -2.68406 0.89456 -0.39663  0.2084
H -0.37214 1.65689 1.50623  0.1729
H -2.11264 -0.34901 1.78216  0.4807
N 0.40659 -1.62902 -0.17440  -0.8387
C 1.19542 -0.86018 -1.16021  -0.0530
N 2.32808 -0.12755 -0.55605  -0.8534
H 0.83033 -2.49800 0.07998  0.3540
H 0.31579 -1.11311 0.68888  0.3394
H 1.40907 -1.57140 -1.95146  0.1772
H 0.43106 -0.16342 -1.51249  0.1580
H 2.31007 0.78381 -1.00649  0.3609
H 2.15412 -0.11872 0.43020  0.3569

Frontier orbital gap   10.11 eV
SMILES   C=CO.NCN
ΔE to the lowest compared entry with this formula, charge and spin   52.9 kcal/mol


# 7
Here is 2 unconnected molecules or ions with the total composition C3H10N2O at a distorted geometry from the Open Molecules 2025 dataset. Energies are from wB97M-V/def2-TZVPD.

Last column: natural (NBO) charge in e.
Positions of all 16 atoms, in Å:
C -1.36632 0.13917 -2.53911  -0.6213
C -1.39424 0.35772 -1.00015  -0.2065
N -0.07979 0.87085 -0.46652  -0.4948
C 0.48544 0.11415 0.67592  0.3288
N 0.96739 0.66023 1.75890  -0.2794
H -2.32370 0.09942 -2.98624  0.2509
H -0.90046 1.09007 -2.94858  0.2267
H -0.66833 -0.65360 -2.81905  0.2317
H -1.57919 -0.53313 -0.35269  0.2040
H -2.16219 0.99768 -0.65623  0.2342
H 0.14336 1.81605 -0.14908  0.4225
H 0.57358 -1.05714 0.73433  0.2778
H 1.91275 0.41177 1.82876  0.3999
H 1.46074 -1.05337 3.31273  0.4702
H 2.58329 -1.76852 2.34762  0.4703
O 2.34766 -1.49136 3.25939  -0.9150

Net charge   +1
2S+1   2
Frontier orbital gap (alpha / beta)   10.02 / 7.27 eV
ΔE to the lowest compared entry with this formula, charge and spin   87.6 kcal/mol


# 8
Here is a molecular structure, C3H10N2O2 at a distorted geometry from the Open Molecules 2025 dataset. Energies are from wB97M-V/def2-TZVPD.

Last column: natural (NBO) charge in e.
Positions of all 17 atoms, in Å:
C -0.35261 -0.69152 -1.10008  0.4702
C 1.17536 0.15825 -0.13792  -0.2857
C 0.84711 0.04166 -1.59179  -0.5351
N -0.42972 0.90420 1.32019  -0.6030
N -0.52485 0.64694 2.74942  -0.6902
O -1.53950 -0.27437 -1.72650  -0.7143
O -0.22482 -2.07894 -0.98975  -0.7385
H -0.06984 -2.44776 -1.88173  0.4587
H -2.26971 -0.56446 -1.16117  0.4718
H -0.69084 1.86541 1.09797  0.3483
H -1.23251 0.40556 0.91902  0.3477
H -0.15577 1.42808 3.28865  0.3460
H 0.02404 -0.17329 2.98768  0.3499
H 1.57921 -0.73152 0.32470  0.1981
H 1.72576 1.03228 0.18869  0.1894
H 0.59181 0.99885 -2.04182  0.2197
H 1.54688 -0.51937 -2.24557  0.1669

Frontier orbital gap (alpha / beta)   7.56 / 7.32 eV
ΔE to the lowest compared entry with this formula, charge and spin   156.6 kcal/mol


# 9
Here is 2 unconnected molecules or ions with the total composition C3H10N2O2 from the Open Molecules 2025 dataset. Energies are from wB97M-V/def2-TZVPD.

Last column: natural (NBO) charge in e.
Positions of all 17 atoms, in Å:
N 1.43429 -0.03472 1.69813  -0.8642
C 0.43006 -0.37075 2.56596  0.7718
N -0.81800 0.06508 2.20155  -0.8548
O 0.63513 -0.98987 3.58969  -0.6574
H 1.25138 0.09609 0.70552  0.4134
H 2.31609 -0.40397 1.98536  0.3952
H -1.47522 0.13788 2.95598  0.3991
H -0.88509 0.77232 1.48350  0.3868
C -0.25498 -0.70072 -2.40793  -0.6396
C -0.73287 0.45107 -1.56039  -0.0709
O 0.34346 1.09927 -0.83703  -0.7445
H 0.11921 -1.53447 -1.81344  0.2173
H -1.08169 -1.08785 -3.00710  0.2188
H 0.54843 -0.43192 -3.09626  0.2062
H -1.40890 0.10875 -0.78172  0.1840
H -1.21936 1.21189 -2.16994  0.1664
H 0.79808 1.61191 -1.51187  0.4722

Frontier orbital gap   10.08 eV
SMILES   NC(N)=O.CCO
ΔE to the lowest compared entry with this formula, charge and spin   6.7 kcal/mol


# 10
Here is 2 unconnected molecules or ions with the total composition C3H10N2O2 at a distorted geometry from the Open Molecules 2025 dataset. Energies are from wB97M-V/def2-TZVPD.

Last column: natural (NBO) charge in e.
Positions of all 17 atoms, in Å:
C 0.41422 0.18831 1.62817  -0.6212
C -0.48618 -0.80374 0.93660  -0.4168
C 0.01578 -1.24930 -0.62850  -0.2487
N 0.42943 -0.23867 -1.51269  -0.2832
O 1.74611 0.19120 -1.19625  -0.5929
H 0.36384 1.20470 1.23898  0.1893
H 1.47266 -0.07283 1.51704  0.2152
H 0.23081 0.24478 2.70067  0.2130
H -1.52757 -0.49424 0.91180  0.2112
H -0.46655 -1.76974 1.43514  0.2001
H 0.84074 -1.94331 -0.45168  0.2088
H -0.84829 -1.73473 -1.07730  0.2098
H -0.31759 0.70664 -1.48421  0.3158
H 2.11065 0.51013 -2.03457  0.4723
N -1.22236 1.69084 -1.06980  -0.1044
O -2.13811 1.21250 -0.38342  -0.2637
H -0.61758 2.35745 -0.53000  0.2955

Frontier orbital gap (alpha / beta)   6.90 / 7.51 eV
SMILES   CCCNO.N=O
ΔE to the lowest compared entry with this formula, charge and spin   161.4 kcal/mol


# 11
Here is 2 unconnected molecules or ions with the total composition C3H10N2O2 at a distorted geometry from the Open Molecules 2025 dataset. Energies are from wB97M-V/def2-TZVPD.

Last column: natural (NBO) charge in e.
Positions of all 17 atoms, in Å:
N -0.78008 1.45386 -2.11200  -0.8486
C -0.64213 0.53621 -0.98746  -0.2321
C 0.84963 0.15335 -0.84200  -0.2205
N 1.05857 -0.80500 0.23187  -0.6260
C 0.53019 -2.05287 0.16333  0.5237
O 0.21982 -2.70944 1.13982  -0.6143
H -1.39400 2.24051 -1.95395  0.3640
H -1.17668 0.96398 -2.90296  0.3577
H -0.90477 1.00187 -0.03830  0.1949
H -1.23797 -0.36219 -1.17414  0.1727
H 1.30096 1.10894 -0.57715  0.2099
H 1.26508 -0.31729 -1.72879  0.1981
H 0.98365 -0.42470 1.16783  0.4118
H 0.14914 -2.37165 -0.82177  0.1046
O 0.02855 0.50436 3.11291  -0.9555
H -0.16374 -0.23175 3.70766  0.4844
H -0.08622 1.31180 3.61509  0.4754

Frontier orbital gap   9.77 eV
SMILES   NCCNC=O.O
ΔE to the lowest compared entry with this formula, charge and spin   28.6 kcal/mol


# 12
Here is 2 unconnected molecules or ions with the total composition C3H10N2O2 at a distorted geometry from the Open Molecules 2025 dataset. Energies are from wB97M-V/def2-TZVPD.

Last column: natural (NBO) charge in e.
Positions of all 17 atoms, in Å:
C -0.75022 -0.98916 0.87015  -0.6426
C -0.59047 -0.64859 -0.62511  -0.1565
N -0.43829 -1.90756 -1.41715  -0.8611
C 0.70747 0.24769 -0.82639  0.6945
N 1.21274 0.16333 -2.12964  -0.9119
O 1.10873 0.86264 0.12056  -0.5286
H 0.27109 -1.22411 1.17900  0.2259
H -0.90800 -0.03394 1.35575  0.2306
H -1.54209 -1.70372 1.08049  0.2122
H -1.42256 -0.05314 -1.06552  0.1923
H -0.30711 -2.64503 -0.74014  0.3642
H -1.26587 -2.05284 -1.97406  0.3666
H 0.65893 0.90148 -2.55844  0.3928
H 1.25558 -0.79457 -2.43855  0.4210
O 0.95036 2.99978 3.03357  -0.9206
H 0.04622 2.99514 2.73634  0.4615
H 1.01347 3.88259 3.39913  0.4598

Frontier orbital gap   9.85 eV
SMILES   C[C@H](N)C(N)=O.O
ΔE to the lowest compared entry with this formula, charge and spin   44.3 kcal/mol


The calculation returns the following calculated total energy values, one per record and in order: -304.86265; -304.98886; -304.98992; -304.81004; -305.00440; -304.99027; -304.64570; -380.08703; -380.32593; -380.07942; -380.29113; -380.26612 Eh.